{"formula": "C16H31CdF3O3P2S", "method": "ωB97M-V with the def2-TZVPD basis set", "symbols": ["P", "P", "C", "C", "H", "H", "H", "H", "C", "H", "H", "H", "C", "H", "H", "H", "C", "H", "H", "H", "C", "H", "H", "H", "Cd", "C", "C", "C", "C", "C", "C", "C", "C", "C", "H", "H", "H", "H", "H", "H", "H", "H", "H", "H", "H", "H", "H", "H", "H", "F", "C", "F", "F", "S", "O", "O", "O"], "xyz": [[1.353, -1.967, 0.898], [0.419, 1.797, 1.736], [1.536, -0.453, -0.212], [1.666, 0.860, 0.630], [0.617, -0.566, -0.813], [2.379, -0.525, -0.941], [2.353, 0.613, 1.467], [2.023, 1.711, 0.037], [-0.904, 2.571, 0.752], [-1.397, 3.304, 1.399], [-1.659, 1.849, 0.421], [-0.380, 3.055, -0.086], [1.182, 3.360, 2.333], [0.704, 4.171, 1.756], [2.265, 3.368, 2.182], [0.961, 3.527, 3.402], [0.079, -3.128, 0.180], [-0.123, -3.848, 0.991], [0.409, -3.666, -0.710], [-0.895, -2.616, 0.005], [2.947, -2.775, 0.232], [3.786, -2.060, 0.237], [2.823, -3.108, -0.813], [3.231, -3.659, 0.833], [-1.387, -0.613, -0.874], [0.086, 0.867, -2.472], [-1.289, 1.029, -2.314], [-2.369, 0.347, -3.155], [-1.927, -0.995, -3.742], [-1.107, -1.749, -2.656], [0.242, -2.048, -2.846], [1.280, -1.164, -3.455], [0.839, 0.330, -3.651], [-0.243, -1.201, 1.971], [0.755, 1.348, -1.738], [-1.565, 1.990, -1.830], [-2.757, 1.026, -3.919], [-3.220, 0.136, -2.486], [-2.829, -1.606, -3.971], [-1.389, -0.898, -4.705], [-1.683, -2.566, -2.165], [0.582, -3.093, -2.601], [1.593, -1.575, -4.446], [2.235, -1.212, -2.876], [1.779, 0.915, -3.803], [0.299, 0.437, -4.613], [0.028, -0.200, 2.387], [-0.057, -2.034, 2.672], [-1.376, -1.265, 1.830], [-0.677, 2.451, 6.303], [-0.858, 1.339, 5.528], [0.325, 1.024, 4.919], [-1.120, 0.289, 6.339], [-2.239, 1.665, 4.250], [-3.373, 2.019, 5.098], [-1.598, 2.793, 3.585], [-2.357, 0.399, 3.521]], "lumo_energy_ev": [-1.359, -2.302], "orbital_gap_ev": [5.66, 4.69], "total_charge": 0, "multiplicity": 1, "de_lowest_kcal_mol": 207.0, "e_homo_ev": [-7.016, -6.992]}

{"formula": "C16H31F3HgO3P2S", "method": "ωB97M-V with the def2-TZVPD basis set", "symbols": ["P", "P", "C", "C", "H", "H", "H", "H", "C", "H", "H", "H", "C", "H", "H", "H", "C", "H", "H", "H", "C", "H", "H", "H", "Hg", "C", "C", "C", "C", "C", "C", "C", "C", "C", "H", "H", "H", "H", "H", "H", "H", "H", "H", "H", "H", "H", "H", "H", "H", "F", "C", "F", "F", "S", "O", "O", "O"], "xyz": [[-5.234, -1.914, -1.018], [-2.574, -4.631, 0.585], [-4.910, -3.710, -0.942], [-4.353, -4.296, 0.390], [-4.306, -4.025, -1.810], [-5.897, -4.182, -1.088], [-4.667, -3.725, 1.278], [-4.797, -5.301, 0.509], [-2.463, -6.262, -0.219], [-1.457, -6.677, -0.166], [-2.734, -6.189, -1.274], [-3.158, -6.950, 0.257], [-2.088, -4.885, 2.295], [-2.275, -5.940, 2.566], [-2.677, -4.235, 2.960], [-1.018, -4.666, 2.421], [-6.223, -1.591, -2.502], [-6.088, -0.549, -2.826], [-7.286, -1.751, -2.297], [-5.930, -2.248, -3.330], [-6.178, -1.429, 0.443], [-5.882, -2.004, 1.333], [-7.248, -1.621, 0.246], [-6.049, -0.355, 0.637], [-1.743, -0.257, 3.232], [-1.501, -3.677, -0.589], [-1.615, -4.062, -1.983], [-2.023, -3.244, -3.080], [-1.830, -1.650, -3.078], [-3.064, -1.010, -2.677], [-3.652, -1.032, -1.364], [-2.806, -1.422, -0.071], [-1.475, -2.142, -0.199], [-1.106, 1.475, 2.074], [-0.508, -4.037, -0.209], [-1.311, -5.103, -2.200], [-3.117, -3.415, -3.209], [-1.575, -3.638, -4.013], [-0.960, -1.360, -2.469], [-1.543, -1.365, -4.113], [-3.578, -0.439, -3.451], [-4.000, 0.007, -1.215], [-3.429, -2.020, 0.626], [-2.635, -0.468, 0.471], [-0.799, -1.585, -0.870], [-0.979, -2.038, 0.803], [-0.133, 1.932, 2.338], [-1.923, 2.194, 2.121], [-1.009, 0.957, 1.093], [4.157, -0.155, 0.052], [3.052, 0.403, -0.506], [2.968, 1.696, -0.108], [3.195, 0.382, -1.851], [1.494, -0.538, -0.041], [0.495, 0.147, -0.865], [1.794, -1.905, -0.479], [1.349, -0.320, 1.395]], "lumo_energy_ev": [-0.471, -0.781], "orbital_gap_ev": [4.77, 4.47], "total_charge": 0, "multiplicity": 1, "de_lowest_kcal_mol": 65.9, "e_homo_ev": [-5.246, -5.247]}

{"formula": "C16H31F3MoO3P2S", "method": "ωB97M-V with the def2-TZVPD basis set", "symbols": ["P", "P", "C", "C", "H", "H", "H", "H", "C", "H", "H", "H", "C", "H", "H", "H", "C", "H", "H", "H", "C", "H", "H", "H", "Mo", "C", "C", "C", "C", "C", "C", "C", "C", "C", "H", "H", "H", "H", "H", "H", "H", "H", "H", "H", "H", "H", "H", "H", "H", "F", "C", "F", "F", "S", "O", "O", "O"], "xyz": [[-0.190, 0.546, -3.066], [-1.178, -2.278, -0.170], [-0.942, -1.244, -3.050], [-1.852, -1.984, -1.989], [-0.165, -1.955, -3.365], [-1.602, -1.141, -3.903], [-2.919, -1.739, -2.089], [-1.752, -3.042, -2.216], [-0.145, -3.764, -0.256], [0.319, -3.817, 0.739], [0.662, -3.651, -0.990], [-0.640, -4.729, -0.439], [-2.723, -2.685, 0.688], [-3.022, -3.742, 0.652], [-3.554, -2.060, 0.338], [-2.495, -2.417, 1.728], [1.261, 0.674, -4.071], [1.744, 1.599, -3.731], [1.075, 0.717, -5.149], [1.926, -0.164, -3.833], [-1.664, 1.609, -3.319], [-2.401, 1.481, -2.486], [-2.157, 1.449, -4.291], [-1.285, 2.645, -3.290], [-1.245, -0.127, -1.161], [-3.554, -3.764, -3.747], [-2.397, -4.453, -3.753], [-1.724, -4.921, -5.012], [-1.677, -3.862, -6.165], [-1.635, -2.404, -5.770], [-2.701, -1.603, -5.556], [-4.117, -2.091, -5.662], [-4.377, -3.459, -4.973], [0.522, 1.089, -0.546], [-4.026, -3.469, -2.810], [-1.952, -4.845, -2.833], [-2.247, -5.827, -5.366], [-0.691, -5.233, -4.792], [-0.754, -4.053, -6.736], [-2.525, -4.057, -6.833], [-0.613, -2.008, -5.745], [-2.574, -0.525, -5.402], [-4.355, -2.170, -6.736], [-4.811, -1.345, -5.252], [-5.431, -3.488, -4.664], [-4.221, -4.245, -5.719], [-0.071, 1.713, 0.180], [1.002, 1.722, -1.332], [1.264, 0.509, 0.040], [0.404, 0.557, 4.874], [0.075, 1.231, 3.741], [-0.727, 2.273, 4.057], [1.213, 1.701, 3.165], [-0.820, 0.064, 2.523], [-1.764, -0.636, 3.394], [-1.456, 0.986, 1.543], [0.281, -0.735, 1.988]], "lumo_energy_ev": [-9.259, -9.159], "orbital_gap_ev": [5.75, 5.94], "total_charge": 2, "multiplicity": 3, "de_lowest_kcal_mol": 111.0, "e_homo_ev": [-15.012, -15.098]}

{"formula": "C16H31F3NO6PS", "method": "ωB97M-V with the def2-TZVPD basis set", "symbols": ["C", "C", "O", "C", "C", "O", "C", "C", "O", "C", "N", "C", "C", "C", "O", "C", "C", "C", "F", "C", "F", "F", "P", "S", "H", "H", "H", "H", "H", "H", "H", "H", "H", "H", "H", "H", "H", "H", "H", "H", "H", "H", "H", "H", "H", "H", "H", "H", "H", "H", "H", "H", "C", "C", "O", "O", "H", "H", "H"], "xyz": [[5.311, 1.299, 1.131], [4.795, 1.339, -0.285], [3.373, 1.233, -0.239], [2.638, 1.588, -1.363], [2.150, 0.308, -2.030], [0.969, 0.610, -2.768], [0.614, -0.291, -3.783], [-0.822, -0.848, -3.552], [-1.471, -0.078, -2.533], [-2.488, -0.696, -1.838], [-2.338, -0.296, -0.389], [-3.398, -1.055, 0.410], [-2.992, -1.707, 1.722], [-2.679, -0.764, 2.895], [-1.797, -1.368, 3.827], [-2.487, 1.203, -0.163], [-3.325, 1.980, -1.174], [-4.796, 1.765, -1.056], [-5.293, 0.555, -1.408], [-5.661, 2.661, -0.581], [-6.857, 2.359, -0.161], [-5.438, 3.947, -0.507], [-0.601, -0.718, 0.058], [-0.095, -2.527, -0.299], [4.669, 1.857, 1.809], [6.300, 1.756, 1.156], [5.424, 0.274, 1.478], [5.198, 0.483, -0.836], [5.107, 2.249, -0.809], [3.195, 2.188, -2.088], [1.769, 2.180, -1.052], [1.915, -0.390, -1.224], [2.937, -0.111, -2.655], [1.296, -1.143, -3.763], [0.694, 0.160, -4.771], [-1.403, -0.759, -4.469], [-0.753, -1.895, -3.261], [-3.485, -0.423, -2.175], [-2.423, -1.785, -1.869], [-4.201, -0.353, 0.617], [-3.828, -1.812, -0.239], [-3.879, -2.270, 2.017], [-2.211, -2.456, 1.608], [-3.584, -0.575, 3.462], [-2.221, 0.169, 2.555], [-1.005, -1.677, 3.373], [-2.874, 1.378, 0.837], [-1.487, 1.636, -0.178], [-3.175, 3.031, -0.924], [-2.954, 1.869, -2.192], [0.054, 0.243, -0.701], [-0.524, -0.322, 1.395], [4.614, -2.308, 4.376], [5.222, -1.594, 3.146], [4.674, -1.816, 2.035], [6.200, -0.850, 3.378], [3.766, -2.933, 4.094], [5.373, -2.932, 4.850], [4.285, -1.565, 5.105]], "lumo_energy_ev": -0.746, "orbital_gap_ev": 5.09, "total_charge": 0, "multiplicity": 1, "e_homo_ev": -5.836}

For each record above, in turn, the calculated electronic energy values are -65356.84749; -64969.77830; -62633.61411; -59139.97701 eV.